[1]
The following is a quantum chemistry calculation of a molecular structure, C61H68F3N5O7P2RbS3Sb2 in a non-equilibrium geometry, from the OMol25 dataset.

As for the lowest unoccupied orbital energy (spin up / spin down): 3.46 / 3.45 eV. The value obtained for the gap between HOMO and LUMO (spin up / spin down) is 0.181 / 0.243 hartree. The value obtained for the HOMO energy (spin up / spin down) is -1.5 / -3.2 eV. As for the expectation value of S²: 0.753. As for the energy relative to the best compared isomer or geometry (same formula, charge and spin): 1.1218 eV.

```
! wB97M-V def2-TZVPD RIJCOSX def2/J DEFGRID3
* xyz -2 2
Rb -1.17 -0.18 -0.20
C 0.40 -3.48 3.12
C 1.87 -3.21 3.45
C 2.52 -2.11 2.62
Sb 2.11 -2.26 0.51
C 3.01 -4.25 0.41
C 2.26 -5.29 -0.14
C 2.75 -6.59 -0.20
C 4.02 -6.87 0.29
C 4.78 -5.85 0.84
C 4.28 -4.56 0.90
C 3.91 -1.27 -0.14
C 4.34 -0.10 0.46
C 5.45 0.58 -0.04
C 6.14 0.10 -1.14
C 5.72 -1.08 -1.74
C 4.61 -1.76 -1.25
Sb -0.87 -1.74 2.84
C -0.31 -0.72 4.65
C -0.26 0.66 4.66
C 0.03 1.36 5.83
C 0.30 0.66 7.00
C 0.25 -0.72 7.01
C -0.06 -1.41 5.84
C -2.54 -2.70 3.82
C -3.39 -1.97 4.64
C -4.50 -2.56 5.23
C -4.79 -3.89 5.00
C -3.96 -4.63 4.17
C -2.85 -4.03 3.58
H -0.07 -4.11 3.88
H 0.33 -4.03 2.17
H 2.43 -4.15 3.32
H 1.95 -2.94 4.51
H 3.61 -2.10 2.74
H 2.17 -1.12 2.91
H 1.27 -5.08 -0.53
H 2.15 -7.37 -0.63
H 4.41 -7.88 0.24
H 5.77 -6.07 1.23
H 4.90 -3.78 1.32
H 3.81 0.30 1.32
H 5.77 1.50 0.45
H 6.99 0.63 -1.52
H 6.24 -1.47 -2.61
H 4.30 -2.67 -1.73
H -0.47 1.22 3.75
H 0.05 2.44 5.83
H 0.53 1.20 7.91
H 0.45 -1.27 7.92
H -0.12 -2.49 5.87
H -3.19 -0.92 4.84
H -5.15 -1.96 5.87
H -5.66 -4.35 5.46
H -4.18 -5.67 3.96
H -2.23 -4.63 2.92
O -3.16 1.26 -0.39
S -3.24 2.27 0.66
O -4.58 2.54 1.14
O -2.25 2.05 1.71
C -2.78 3.75 -0.24
C -3.10 4.96 0.37
C -3.01 6.16 -0.31
C -2.63 6.15 -1.65
C -2.29 4.95 -2.26
C -2.31 3.74 -1.56
P -1.67 2.19 -2.40
C -3.03 1.89 -3.61
C -3.98 0.93 -3.28
C -5.04 0.66 -4.13
C -5.16 1.34 -5.34
C -4.21 2.29 -5.68
C -3.16 2.56 -4.82
C -0.37 2.82 -3.54
C 0.46 3.92 -3.33
C 1.53 4.19 -4.18
C 1.80 3.36 -5.26
C 0.99 2.25 -5.48
C -0.06 1.98 -4.62
H -3.47 4.94 1.39
H -3.27 7.09 0.18
H -2.61 7.07 -2.22
H -2.00 4.96 -3.30
H -3.90 0.38 -2.35
H -5.77 -0.09 -3.85
H -5.98 1.12 -6.00
H -4.29 2.83 -6.62
H -2.42 3.31 -5.11
H 0.28 4.59 -2.50
H 2.16 5.05 -3.98
H 2.63 3.57 -5.92
H 1.19 1.58 -6.30
H -0.66 1.09 -4.79
N 0.86 2.75 -0.25
C 0.84 2.68 1.21
C 1.45 3.89 1.90
C 0.67 5.18 1.67
C 1.38 6.42 2.19
N 1.46 6.59 3.65
C 2.18 5.63 4.39
N 1.49 4.79 5.27
N 3.55 5.44 4.18
C 1.49 1.35 1.68
O 2.40 1.41 2.52
O 1.02 0.30 1.16
H 1.81 2.95 -0.56
H 0.28 3.51 -0.58
H -0.22 2.61 1.50
H 2.49 4.01 1.55
H 1.53 3.66 2.96
H -0.32 5.10 2.13
H 0.50 5.32 0.60
H 0.90 7.33 1.80
H 2.40 6.43 1.81
H 0.54 6.69 4.06
H 0.80 4.20 4.80
H 2.13 4.18 5.76
H 3.96 6.21 3.67
H 3.75 4.58 3.66
C -5.82 -4.48 -3.75
C -4.79 -3.37 -3.65
O -4.72 -2.92 -2.29
P -3.36 -3.12 -1.45
S -3.66 -2.45 0.36
S -1.79 -2.54 -2.52
O -3.36 -4.75 -1.45
C -2.33 -5.42 -0.74
C -2.60 -6.91 -0.80
H -5.91 -4.82 -4.79
H -6.80 -4.13 -3.42
H -5.52 -5.32 -3.13
H -5.06 -2.51 -4.26
H -3.81 -3.71 -3.98
H -2.32 -5.06 0.30
H -1.36 -5.17 -1.20
H -3.56 -7.14 -0.32
H -1.81 -7.46 -0.28
H -2.64 -7.25 -1.83
F 5.37 -0.69 -5.36
C 4.18 -0.10 -5.62
F 3.71 -0.66 -6.75
F 4.47 1.18 -5.93
C 3.22 -0.22 -4.46
C 3.21 0.74 -3.46
C 2.32 0.57 -2.41
N 1.50 -0.47 -2.31
C 1.51 -1.38 -3.28
C 2.35 -1.30 -4.38
H 3.86 1.60 -3.49
H 2.27 1.28 -1.60
H 0.82 -2.21 -3.17
H 2.33 -2.06 -5.15
*
```

Here are the Löwdin charges for atoms 1 to 99, given in e: number 1, Rb, carries 0.487; number 2, C, carries -0.399; number 3, C, carries -0.365; number 4, C, carries -0.373; number 5, Sb, carries 1.516; number 6, C, carries -0.376; number 7, C, carries -0.144; number 8, C, carries -0.107; number 9, C, carries -0.119; number 10, C, carries -0.108; number 11, C, carries -0.134; number 12, C, carries -0.367; number 13, C, carries -0.107; number 14, C, carries -0.090; number 15, C, carries -0.114; number 16, C, carries -0.111; number 17, C, carries -0.147; number 18, Sb, carries 1.470; number 19, C, carries -0.363; number 20, C, carries -0.105; number 21, C, carries -0.083; number 22, C, carries -0.106; number 23, C, carries -0.103; number 24, C, carries -0.131; number 25, C, carries -0.393; number 26, C, carries -0.123; number 27, C, carries -0.101; number 28, C, carries -0.115; number 29, C, carries -0.103; number 30, C, carries -0.157; number 31, H, carries 0.044; number 32, H, carries 0.029; number 33, H, carries 0.091; number 34, H, carries 0.087; number 35, H, carries 0.057; number 36, H, carries 0.029; number 37, H, carries 0.080; number 38, H, carries 0.092; number 39, H, carries 0.088; number 40, H, carries 0.091; number 41, H, carries 0.097; number 42, H, carries 0.074; number 43, H, carries 0.097; number 44, H, carries 0.090; number 45, H, carries 0.093; number 46, H, carries 0.098; number 47, H, carries 0.089; number 48, H, carries 0.079; number 49, H, carries 0.092; number 50, H, carries 0.091; number 51, H, carries 0.097; number 52, H, carries 0.100; number 53, H, carries 0.093; number 54, H, carries 0.088; number 55, H, carries 0.093; number 56, H, carries 0.084; number 57, O, carries -0.619; number 58, S, carries 0.399; number 59, O, carries -0.307; number 60, O, carries -0.369; number 61, C, carries -0.238; number 62, C, carries -0.072; number 63, C, carries -0.089; number 64, C, carries -0.091; number 65, C, carries -0.109; number 66, C, carries -0.289; number 67, P, carries 1.094; number 68, C, carries -0.332; number 69, C, carries -0.069; number 70, C, carries -0.075; number 71, C, carries -0.103; number 72, C, carries -0.101; number 73, C, carries -0.104; number 74, C, carries -0.373; number 75, C, carries -0.110; number 76, C, carries -0.090; number 77, C, carries -0.111; number 78, C, carries -0.094; number 79, C, carries -0.111; number 80, H, carries 0.114; number 81, H, carries 0.097; number 82, H, carries 0.095; number 83, H, carries 0.095; number 84, H, carries 0.089; number 85, H, carries 0.101; number 86, H, carries 0.091; number 87, H, carries 0.091; number 88, H, carries 0.098; number 89, H, carries 0.090; number 90, H, carries 0.097; number 91, H, carries 0.095; number 92, H, carries 0.104; number 93, H, carries 0.115; number 94, N, carries 0.084; number 95, C, carries -0.305; number 96, C, carries -0.170; number 97, C, carries -0.180; number 98, C, carries -0.225; number 99, N, carries -0.008

[2]
The following is a quantum chemistry calculation of a molecular structure, C61H98AlBN2O25 in a non-equilibrium geometry, from the OMol25 dataset.

As for the lowest unoccupied orbital energy: -9.72 eV. The value obtained for the gap between HOMO and LUMO is 0.087 hartree. The value obtained for the HOMO energy is -12.1 eV.

```
! wB97M-V def2-TZVPD RIJCOSX def2/J DEFGRID3
* xyz 2 1
Al -0.19 0.48 1.97
B -0.14 -0.52 -0.93
H -0.50 0.50 -0.83
H -0.82 -1.14 -0.37
H -0.26 -0.74 -1.98
H 0.87 -0.59 -0.56
O 1.74 2.04 0.25
C 2.30 2.34 -0.84
O 3.08 3.41 -1.01
C 3.64 3.46 -2.29
C 2.84 2.44 -3.15
C 2.41 1.46 -2.08
H 4.65 3.06 -2.21
H 3.61 4.44 -2.75
H 3.39 1.94 -3.95
H 1.94 2.88 -3.57
H 3.23 0.75 -1.95
H 1.43 1.03 -2.27
O -1.99 -0.76 4.08
C -2.84 -1.37 4.71
O -2.61 -2.67 5.07
C -3.84 -3.33 5.47
C -4.97 -2.45 4.98
C -4.28 -1.05 4.94
H -3.93 -3.49 6.54
H -3.95 -4.30 4.98
H -5.83 -2.43 5.65
H -5.29 -2.74 3.98
H -4.29 -0.62 5.94
H -4.76 -0.25 4.38
O 5.01 -1.31 -4.58
C 4.29 -2.03 -3.90
O 3.65 -3.05 -4.55
C 2.86 -3.85 -3.65
C 2.72 -2.93 -2.42
C 4.00 -2.05 -2.40
H 3.38 -4.78 -3.45
H 1.88 -4.10 -4.06
H 2.76 -3.48 -1.48
H 1.82 -2.31 -2.37
H 4.84 -2.46 -1.84
H 4.00 -1.03 -2.03
O -2.86 -0.74 1.35
C -3.71 -1.61 1.08
O -3.54 -2.83 1.51
C -4.64 -3.63 1.07
C -5.67 -2.63 0.62
C -4.86 -1.48 0.09
H -5.03 -4.20 1.92
H -4.32 -4.42 0.38
H -6.39 -2.32 1.37
H -6.26 -3.11 -0.16
H -5.48 -0.59 0.22
H -4.37 -1.53 -0.88
O 2.62 -0.96 1.53
C 3.60 -1.66 1.62
O 3.76 -2.83 0.97
C 4.98 -3.51 1.17
C 5.82 -2.41 1.71
C 4.83 -1.37 2.36
H 5.38 -3.86 0.22
H 4.86 -4.30 1.91
H 6.51 -1.88 1.05
H 6.44 -2.96 2.41
H 5.11 -0.32 2.28
H 4.71 -1.50 3.44
O 2.43 1.68 3.06
C 3.27 2.55 3.28
O 3.05 3.51 4.15
C 4.01 4.52 4.08
C 5.24 3.82 3.46
C 4.60 2.78 2.53
H 4.42 4.93 5.00
H 3.70 5.30 3.38
H 5.90 3.43 4.23
H 5.76 4.57 2.85
H 5.15 1.90 2.23
H 4.27 3.24 1.60
O 5.19 0.69 -0.37
C 6.10 1.26 -0.92
O 6.44 2.56 -0.59
C 7.59 3.06 -1.36
C 8.14 1.78 -2.06
C 7.00 0.74 -2.04
H 8.37 3.47 -0.72
H 7.28 3.83 -2.06
H 9.02 1.42 -1.53
H 8.52 1.99 -3.06
H 7.22 -0.29 -1.76
H 6.34 0.72 -2.91
O -7.32 -1.81 -6.90
C -6.54 -2.30 -6.17
O -6.16 -3.62 -6.16
C -5.27 -3.95 -5.11
C -5.14 -2.71 -4.28
C -5.67 -1.56 -5.08
H -4.28 -4.23 -5.47
H -5.69 -4.72 -4.48
H -4.07 -2.60 -4.07
H -5.58 -2.83 -3.29
H -4.95 -0.87 -5.53
H -6.34 -0.97 -4.45
O 2.22 1.00 -7.27
C 1.34 0.23 -6.95
O 0.37 0.03 -7.85
C -0.66 -0.69 -7.26
C -0.26 -1.01 -5.79
C 1.13 -0.52 -5.58
H -0.68 -1.67 -7.74
H -1.62 -0.18 -7.31
H -0.20 -2.08 -5.62
H -0.95 -0.68 -5.01
H 1.78 -1.39 -5.52
H 1.30 0.14 -4.73
O -2.01 2.27 0.33
C -1.89 3.19 -0.42
O -0.69 3.58 -0.95
C -0.77 4.78 -1.68
C -2.24 4.93 -2.09
C -2.98 4.06 -1.05
H -0.03 4.85 -2.48
H -0.44 5.60 -1.05
H -2.34 4.53 -3.10
H -2.49 5.99 -2.13
H -3.68 3.37 -1.51
H -3.43 4.75 -0.33
O -2.68 1.91 3.14
C -3.70 2.50 3.45
O -4.27 2.45 4.71
C -5.53 3.16 4.78
C -5.45 4.03 3.50
C -4.55 3.30 2.55
H -5.57 3.84 5.63
H -6.40 2.52 4.86
H -5.06 4.97 3.90
H -6.40 4.23 3.00
H -3.99 3.98 1.90
H -5.18 2.63 1.97
N -0.81 -3.41 -1.36
C -2.03 -3.92 -1.79
C -2.09 -5.20 -1.46
C -0.83 -5.50 -0.90
C -0.01 -4.39 -0.81
H -0.59 -2.44 -1.50
H -2.79 -3.26 -2.18
H -2.93 -5.87 -1.55
H -0.60 -6.47 -0.50
H 0.99 -4.19 -0.45
N -2.13 0.75 -2.99
C -1.79 1.79 -3.80
C -2.90 2.10 -4.60
C -3.91 1.22 -4.30
C -3.44 0.42 -3.23
H -1.52 0.18 -2.41
H -0.82 2.22 -3.59
H -2.94 2.94 -5.27
H -4.90 1.24 -4.75
H -3.99 -0.39 -2.78
C 1.35 -4.09 3.19
C 0.03 -3.58 2.80
O -0.21 -2.43 2.46
C -1.14 -4.61 2.85
H 1.88 -4.28 2.26
H 1.25 -5.04 3.71
H 1.87 -3.37 3.82
H -2.01 -4.14 3.31
H -0.87 -5.60 3.21
H -1.30 -4.75 1.78
C 0.97 -1.16 6.60
C 1.77 -0.65 5.42
O 1.38 -0.70 4.25
C 3.08 -0.01 5.79
H 0.04 -1.63 6.28
H 0.79 -0.35 7.31
H 1.56 -1.88 7.17
H 3.79 -0.27 5.01
H 3.26 -0.28 6.83
H 2.93 1.07 5.72
C 0.78 5.60 1.77
C -0.06 4.58 2.50
O -0.08 3.37 2.20
C -1.11 5.14 3.47
H 1.12 5.28 0.78
H 1.64 5.78 2.41
H 0.31 6.59 1.72
H -1.36 6.19 3.32
H -0.84 5.04 4.52
H -2.08 4.71 3.24
*
```

Here are the Löwdin charges for atoms 1 to 99, given in e: number 1, Al, carries 1.488; number 2, B, carries -0.428; number 3, H, carries -0.037; number 4, H, carries -0.023; number 5, H, carries 0.004; number 6, H, carries -0.029; number 7, O, carries 0.038; number 8, C, carries -0.393; number 9, O, carries 0.045; number 10, C, carries -0.133; number 11, C, carries -0.120; number 12, C, carries -0.073; number 13, H, carries 0.108; number 14, H, carries 0.137; number 15, H, carries 0.126; number 16, H, carries 0.107; number 17, H, carries 0.101; number 18, H, carries 0.095; number 19, O, carries 0.058; number 20, C, carries -0.433; number 21, O, carries 0.003; number 22, C, carries -0.136; number 23, C, carries -0.125; number 24, C, carries -0.052; number 25, H, carries 0.131; number 26, H, carries 0.124; number 27, H, carries 0.124; number 28, H, carries 0.096; number 29, H, carries 0.137; number 30, H, carries 0.119; number 31, O, carries 0.095; number 32, C, carries -0.442; number 33, O, carries 0.005; number 34, C, carries -0.120; number 35, C, carries -0.133; number 36, C, carries -0.052; number 37, H, carries 0.127; number 38, H, carries 0.121; number 39, H, carries 0.082; number 40, H, carries 0.097; number 41, H, carries 0.119; number 42, H, carries 0.087; number 43, O, carries 0.054; number 44, C, carries -0.447; number 45, O, carries 0.053; number 46, C, carries -0.136; number 47, C, carries -0.156; number 48, C, carries -0.044; number 49, H, carries 0.125; number 50, H, carries 0.123; number 51, H, carries 0.129; number 52, H, carries 0.125; number 53, H, carries 0.136; number 54, H, carries 0.110; number 55, O, carries 0.089; number 56, C, carries -0.478; number 57, O, carries -0.005; number 58, C, carries -0.163; number 59, C, carries -0.126; number 60, C, carries -0.037; number 61, H, carries 0.130; number 62, H, carries 0.133; number 63, H, carries 0.115; number 64, H, carries 0.116; number 65, H, carries 0.108; number 66, H, carries 0.117; number 67, O, carries 0.041; number 68, C, carries -0.441; number 69, O, carries 0.049; number 70, C, carries -0.153; number 71, C, carries -0.131; number 72, C, carries -0.037; number 73, H, carries 0.135; number 74, H, carries 0.117; number 75, H, carries 0.120; number 76, H, carries 0.119; number 77, H, carries 0.107; number 78, H, carries 0.124; number 79, O, carries 0.097; number 80, C, carries -0.456; number 81, O, carries -0.021; number 82, C, carries -0.110; number 83, C, carries -0.124; number 84, C, carries -0.049; number 85, H, carries 0.123; number 86, H, carries 0.120; number 87, H, carries 0.114; number 88, H, carries 0.117; number 89, H, carries 0.128; number 90, H, carries 0.124; number 91, O, carries 0.162; number 92, C, carries -0.443; number 93, O, carries 0.038; number 94, C, carries -0.168; number 95, C, carries -0.209; number 96, C, carries -0.068; number 97, H, carries 0.130; number 98, H, carries 0.129; number 99, H, carries 0.086

What is the formula in the second record?
C61H98AlBN2O25